No. 1
{
  "formula": "C5H10N2O",
  "method": "wB97M-V/def2-TZVPD",
  "elements": ["C", "N", "N", "C", "C", "C", "C", "O", "H", "H", "H", "H", "H", "H", "H", "H", "H", "H"],
  "coordinates": [[-0.16, 2.03, -0.12], [-1.12, 1.18, 0.08], [-0.96, -0.13, -0.26], [-1.91, -1.23, -0.09], [0.33, -0.08, -1.05], [1.58, -0.19, -0.19], [1.22, -0.22, 1.30], [2.79, -0.37, -0.64], [0.90, 1.87, -0.43], [-0.47, 3.22, -0.11], [-1.17, -1.95, 0.71], [-2.32, -1.74, -1.25], [-2.98, -1.29, 0.62], [0.37, -1.14, -1.63], [0.16, 0.67, -1.75], [2.28, -0.15, 1.72], [0.51, 0.66, 1.49], [0.95, -1.16, 1.60]],
  "orbital_gap_ev": 9.26,
  "total_charge": 0,
  "relative_energy_kcal_mol": 165.7,
  "e_homo_ev": -8.69,
  "smiles": "C=NN(C)CC(C)=O",
  "spin_multiplicity": 1,
  "e_tot_ev": -10368.1177,
  "molar_mass_da": 114.1
}

No. 2
{
  "formula": "C5H10N2O",
  "method": "wB97M-V/def2-TZVPD",
  "elements": ["H", "N", "C", "C", "C", "C", "C", "N", "O", "H", "H", "H", "H", "H", "H", "H", "H", "H"],
  "coordinates": [[1.24, -0.53, 2.50], [1.41, -0.24, 1.54], [0.31, -0.13, 0.87], [-1.06, -0.53, 1.50], [-2.22, 0.03, 1.19], [0.25, 0.21, -0.61], [-0.02, -1.02, -1.46], [1.64, 0.74, -1.01], [1.53, 2.20, -1.01], [-1.00, -1.25, 2.31], [-2.34, 0.77, 0.40], [-3.13, -0.24, 1.73], [-0.48, 1.00, -0.80], [0.10, -0.78, -2.53], [0.66, -1.84, -1.22], [-1.04, -1.38, -1.32], [2.24, 0.58, -0.19], [1.91, 2.41, -1.88]],
  "orbital_gap_ev": 10.08,
  "total_charge": 0,
  "relative_energy_kcal_mol": 73.5,
  "e_homo_ev": -9.38,
  "smiles": "[H]/N=C(\\C=C)[C@H](C)NO",
  "spin_multiplicity": 1,
  "e_tot_ev": -10372.1180,
  "molar_mass_da": 114.1
}

No. 3
{
  "formula": "C5H10N2O",
  "method": "wB97M-V/def2-TZVPD",
  "elements": ["C", "C", "C", "C", "N", "N", "C", "O", "H", "H", "H", "H", "H", "H", "H", "H", "H", "H"],
  "coordinates": [[0.54, -1.16, 0.45], [-1.95, -0.86, 0.10], [0.58, -0.44, -1.21], [-0.59, -0.22, 0.32], [1.65, 0.42, -1.37], [0.55, 1.71, 1.25], [-0.55, 1.10, 0.69], [0.04, -0.95, -2.16], [2.15, 0.31, -2.24], [2.21, 0.66, -0.57], [1.39, 1.14, 1.36], [0.51, 2.70, 1.39], [1.44, -0.87, 0.97], [0.29, -2.21, 0.35], [-1.40, 1.74, 0.50], [-2.69, -0.11, -0.17], [-2.26, -1.37, 1.01], [-1.91, -1.60, -0.69]],
  "orbital_gap_ev": 7.58,
  "total_charge": 0,
  "relative_energy_kcal_mol": 59.8,
  "e_homo_ev": -6.87,
  "spin_multiplicity": 1,
  "e_tot_ev": -10372.7124,
  "molar_mass_da": 114.1
}

No. 4
{
  "formula": "C5H10N2O",
  "method": "wB97M-V/def2-TZVPD",
  "elements": ["C", "C", "C", "C", "N", "C", "N", "H", "H", "H", "H", "H", "H", "H", "H", "O", "H", "H"],
  "coordinates": [[0.08, -0.98, -3.04], [0.52, -1.66, -1.62], [0.31, -0.91, -0.38], [0.43, 0.42, -0.15], [-0.21, 0.73, 1.05], [-0.73, -0.38, 1.49], [-0.42, -1.46, 0.67], [-0.97, -0.77, -2.89], [0.06, -1.91, -3.63], [0.83, -0.21, -3.17], [0.23, -2.81, -1.61], [1.55, -1.87, -1.95], [1.03, 1.17, -0.62], [-1.39, -0.48, 2.32], [-0.47, -2.46, 0.82], [0.04, 3.61, 2.01], [-0.17, 2.70, 1.75], [-0.15, 3.75, 2.94]],
  "orbital_gap_ev": 9.52,
  "total_charge": 0,
  "relative_energy_kcal_mol": 31.1,
  "e_homo_ev": -8.77,
  "smiles": "CCc1cnc[nH]1.O",
  "spin_multiplicity": 1,
  "e_tot_ev": -10373.9572,
  "molar_mass_da": 114.1
}

No. 5
{
  "formula": "C5H10N2O",
  "method": "wB97M-V/def2-TZVPD",
  "elements": ["N", "C", "C", "C", "C", "N", "C", "O", "H", "H", "H", "H", "H", "H", "H", "H", "H", "H"],
  "coordinates": [[2.38, 0.11, -0.62], [1.21, -0.03, 0.27], [0.72, -1.44, 0.26], [-0.60, -1.44, 0.27], [-1.25, -0.02, 0.24], [-2.46, -0.01, -0.61], [-0.05, 0.83, -0.14], [-0.10, 2.13, 0.44], [2.95, -0.68, -0.41], [2.90, 0.95, -0.51], [1.38, 0.23, 1.35], [1.32, -2.34, 0.12], [-1.24, -2.28, 0.16], [-1.40, 0.32, 1.33], [-2.86, 0.92, -0.53], [-3.13, -0.74, -0.28], [-0.17, 0.80, -1.23], [0.40, 2.70, -0.12]],
  "orbital_gap_ev": 10.08,
  "total_charge": 0,
  "relative_energy_kcal_mol": 40.3,
  "e_homo_ev": -9.15,
  "smiles": "N[C@@H]1C=C[C@H](N)[C@H]1O",
  "spin_multiplicity": 1,
  "e_tot_ev": -10373.5579,
  "molar_mass_da": 114.1
}

No. 6
{
  "formula": "C5H10N2O",
  "method": "wB97M-V/def2-TZVPD",
  "elements": ["C", "C", "C", "C", "C", "N", "N", "O", "H", "H", "H", "H", "H", "H", "H", "H", "H", "H"],
  "coordinates": [[2.18, -0.31, -0.53], [-1.88, -0.27, -0.66], [0.03, -0.16, 1.04], [1.12, 0.67, -0.05], [-0.90, 0.47, 0.20], [0.06, -1.52, 1.13], [-1.26, 1.77, 0.49], [1.35, 1.86, -0.01], [0.63, -1.91, 1.86], [-0.07, -2.15, 0.34], [-0.57, 2.26, 1.05], [-1.60, 2.35, -0.27], [2.86, 0.22, -1.20], [2.77, -0.67, 0.31], [1.73, -1.18, -1.02], [-1.66, -1.33, -0.77], [-1.90, 0.13, -1.67], [-2.89, -0.22, -0.25]],
  "orbital_gap_ev": 8.62,
  "total_charge": 0,
  "relative_energy_kcal_mol": 70.2,
  "e_homo_ev": -7.96,
  "spin_multiplicity": 1,
  "e_tot_ev": -10372.2592,
  "molar_mass_da": 114.1
}

No. 7
{
  "formula": "C5H10N2O",
  "method": "wB97M-V/def2-TZVPD",
  "elements": ["C", "C", "C", "C", "N", "N", "C", "O", "H", "H", "H", "H", "H", "H", "H", "H", "H", "H"],
  "coordinates": [[-0.05, -1.87, 1.11], [-0.96, 0.22, -0.37], [-0.15, -0.48, 0.56], [0.67, 0.50, -0.20], [-1.69, 1.42, -0.05], [1.14, 1.75, 0.28], [1.37, -0.40, -1.00], [-1.49, -0.44, -1.48], [-2.02, 0.22, -1.95], [-2.25, 1.30, 0.79], [-1.05, 2.19, 0.10], [1.89, 2.12, -0.29], [1.41, 1.73, 1.26], [-0.72, -1.95, 1.97], [-0.34, -2.64, 0.40], [0.96, -2.08, 1.46], [0.85, -0.99, -1.75], [2.43, -0.59, -0.85]],
  "orbital_gap_ev": [8.14, 8.14],
  "total_charge": 0,
  "relative_energy_kcal_mol": 99.9,
  "e_homo_ev": [-7.61, -7.61],
  "spin_multiplicity": 1,
  "e_tot_ev": -10370.9738,
  "molar_mass_da": 114.1
}

No. 8
{
  "formula": "C5H10N2O",
  "method": "wB97M-V/def2-TZVPD",
  "elements": ["C", "C", "C", "C", "N", "C", "N", "H", "H", "H", "H", "H", "H", "H", "H", "O", "H", "H"],
  "coordinates": [[1.48, -0.24, 1.10], [1.59, -0.11, -0.42], [0.22, 0.17, -1.00], [-0.62, -0.65, -1.70], [-1.71, 0.15, -2.00], [-1.45, 1.39, -1.51], [-0.26, 1.45, -0.96], [2.24, 0.42, 1.52], [1.69, -1.25, 1.43], [0.56, 0.21, 1.47], [2.28, 0.71, -0.70], [2.14, -0.82, -1.05], [-0.55, -1.72, -1.83], [-2.55, -0.17, -2.42], [-2.16, 2.16, -1.77], [-1.11, -0.83, 3.55], [-1.47, -0.62, 2.70], [-0.31, -0.26, 3.60]],
  "orbital_gap_ev": 9.56,
  "total_charge": 0,
  "relative_energy_kcal_mol": 20.3,
  "e_homo_ev": -8.80,
  "smiles": "CCc1c[nH]cn1.O",
  "spin_multiplicity": 1,
  "e_tot_ev": -10374.4229,
  "molar_mass_da": 114.1
}